1.
ORCA calculation (ωB97M-V/def2-TZVPD) on an isolated molecule of C3H5N3S.

Positions of all 12 atoms, in Å:
C -0.0726 0.8554 0.3906
C -0.4152 1.3030 -1.0217
C -0.0724 -0.8189 -1.1148
H 1.3813 -1.3153 1.5338
H -0.2257 -1.5720 1.8467
H 0.8180 1.3698 0.7611
H -0.8897 1.0806 1.0878
H 0.0130 -1.8208 -1.4715
N 0.4800 -1.5416 1.1073
N 0.1325 -0.5760 0.1849
N -0.3890 0.1966 -1.8654
S -0.7601 2.8393 -1.4387

Force components x, y, z for each atom (eV/Å):
-0.043 0.055 0.193
-0.097 0.130 -0.233
-0.100 0.255 0.145
-0.283 -0.073 -0.168
0.258 -0.065 -0.228
0.056 -0.148 -0.060
0.075 -0.194 -0.141
0.096 -0.550 -0.214
0.047 -0.076 0.654
-0.089 0.672 -0.192
0.017 0.235 0.178
0.063 -0.242 0.067

Results
Kohn-Sham gap	8.259	eV
relative energy (zero: lowest compared OMol25 entry of this formula, charge and spin)	39.5	kcal/mol
multiplicity	1
structure (SMILES)	NN1C=NC(=S)C1
molar mass	115.16	g mol⁻¹
LUMO	-0.1	eV
DFT total energy	-679.7223	Eh
max |F|	0.70	eV/Å

The molecule's natural (NBO) atomic charges, reported in e, are given here:
1. C -0.34
2. C 0.05
3. C 0.32
4. H 0.36
5. H 0.36
6. H 0.24
7. H 0.24
8. H 0.21
9. N -0.62
10. N -0.24
11. N -0.52
12. S -0.04



2.
ORCA calculation (ωB97M-V/def2-TZVPD) on the ion C5H12N2O with charge -1.

Positions of all 20 atoms, in Å:
C 1.9560 1.4345 0.3922
N 1.2770 0.2726 0.2607
C 1.8579 -0.8828 -0.3809
C 0.2010 0.0625 1.2663
C -1.0815 0.4486 0.5773
N -1.1019 -0.6589 -0.4867
C -2.2844 -0.3287 -1.2461
O 1.6807 2.4184 1.0674
H 2.9607 1.5438 -0.2302
H 2.1456 -1.6136 0.4270
H 2.7652 -0.5171 -0.9694
H 1.1098 -1.4595 -0.9714
H 0.2538 0.7269 2.2260
H 0.3280 -0.9823 1.4576
H -0.9396 1.4803 0.1763
H -2.1813 0.2856 1.0650
H -1.2301 -1.5300 0.0665
H -2.2328 0.6545 -1.6173
H -3.2391 -0.5045 -0.8386
H -2.2449 -0.8505 -2.2418

Force components x, y, z for each atom (eV/Å):
2.209 0.834 -1.225
0.225 1.673 1.539
0.766 -0.758 0.192
0.023 2.062 1.389
-1.553 -2.630 -0.512
-1.186 2.110 0.697
1.284 -2.135 -3.150
-0.593 -0.586 0.045
-1.764 -0.847 0.653
0.302 0.594 -0.726
-1.214 -0.856 0.646
0.588 0.920 -0.029
0.862 -1.306 -1.670
-0.677 -0.679 0.774
-0.448 -0.938 -0.011
2.791 0.951 -0.059
-0.171 0.428 -0.501
0.120 1.646 0.134
-1.257 -0.263 0.996
-0.307 -0.220 0.819

Results
Kohn-Sham gap (alpha / beta)	2.796 / 9.608	eV
relative energy (zero: lowest compared OMol25 entry of this formula, charge and spin)	51.0	kcal/mol
multiplicity	2
molar mass	116.16	g mol⁻¹
LUMO (alpha / beta)	4.0 / 3.9	eV
DFT total energy	-382.3507	Eh
max |F|	4.02	eV/Å
total charge	-1

The molecule's natural (NBO) atomic charges, reported in e, are given here:
1. C 0.54
2. N -0.45
3. C -0.64
4. C -0.45
5. C -0.31
6. N -0.70
7. C -0.54
8. O -0.67
9. H 0.08
10. H 0.17
11. H 0.20
12. H 0.23
13. H 0.22
14. H 0.17
15. H 0.20
16. H 0.16
17. H 0.28
18. H 0.18
19. H 0.16
20. H 0.17



3.
ORCA calculation (ωB97M-V/def2-TZVPD) on a cluster of 2 separate species, C6H14O in total.

Positions of all 21 atoms, in Å:
C -0.2151 -0.8379 -2.1202
C 0.9934 -1.3900 -1.3513
C 1.5182 -0.3925 -0.2919
C 0.3700 0.1180 0.6196
C -1.4312 -1.1205 1.7931
C -0.0866 -0.8751 1.5502
H -0.2901 -1.2143 -3.1360
H -1.1684 -1.1031 -1.6853
H -0.2344 0.2536 -2.1977
H 1.7794 -1.5574 -2.0694
H 0.6281 -2.2484 -0.7870
H 2.2418 -0.9560 0.2912
H 1.8767 0.4847 -0.8243
H 0.8110 1.0408 1.0215
H -0.5081 0.5329 0.1157
H -2.1357 -0.3186 1.7471
H -1.7675 -2.1385 1.9669
H 0.6533 -1.5616 1.9654
H -1.0272 4.0161 0.4692
H -1.2443 4.5381 1.8700
O -0.7630 4.7295 1.0532

Force components x, y, z for each atom (eV/Å):
-0.243 0.332 -0.334
-1.289 1.223 0.387
-0.991 -0.567 -0.946
-0.263 0.439 -0.465
0.374 -0.517 -0.002
0.582 -0.208 0.201
0.262 -0.118 -0.096
-0.279 -0.175 0.423
0.300 -0.022 -0.066
0.386 -0.645 0.130
0.556 -0.613 -0.405
0.454 0.660 0.190
0.616 -0.062 0.282
0.113 -0.104 0.960
0.175 -0.093 -0.438
-0.535 0.345 -0.124
-0.096 0.123 0.266
-0.096 -0.002 0.045
-0.064 0.042 -0.272
0.116 0.266 -0.100
-0.078 -0.303 0.365

Results
Kohn-Sham gap (alpha / beta)	8.735 / 5.572	eV
relative energy (zero: lowest compared OMol25 entry of this formula, charge and spin)	34.5	kcal/mol
multiplicity	2
molar mass	102.18	g mol⁻¹
LUMO (alpha / beta)	-5.5 / -8.7	eV
DFT total energy	-311.8568	Eh
max |F|	1.82	eV/Å
total charge	+1

The molecule's natural (NBO) atomic charges, reported in e, are given here:
1. C -0.63
2. C -0.39
3. C -0.36
4. C -0.55
5. C -0.07
6. C 0.12
7. H 0.25
8. H 0.20
9. H 0.21
10. H 0.24
11. H 0.19
12. H 0.23
13. H 0.24
14. H 0.35
15. H 0.25
16. H 0.23
17. H 0.25
18. H 0.24
19. H 0.46
20. H 0.47
21. O -0.92



4.
ORCA calculation (ωB97M-V/def2-TZVPD) on an isolated molecule of C18H23FN2O2.

Positions of all 46 atoms, in Å:
C -6.3645 -0.7306 -0.2697
N -5.1244 -0.7499 0.4786
C -5.2719 -0.0419 1.7329
H -6.1057 -0.4715 2.2857
H -4.3713 -0.1611 2.3306
H -5.4629 1.0345 1.5913
C -4.0182 -0.2440 -0.3162
C -2.6619 -0.6411 0.2659
C -1.5333 -0.3166 -0.7103
N -0.2456 -0.6953 -0.1765
C 0.6273 -1.4805 -0.8454
O 0.3853 -1.9663 -1.9293
C 1.9629 -1.6614 -0.1415
H 1.8623 -1.5327 0.9365
H 2.3380 -2.6633 -0.3494
C 2.9577 -0.6268 -0.7087
C 4.3040 -0.7679 -0.0666
C 5.3543 0.1016 -0.0087
C 6.3827 -0.5655 0.7014
C 5.8818 -1.7876 1.0200
O 4.6246 -1.9185 0.5604
H 6.2981 -2.6212 1.5493
H 7.3546 -0.1837 0.9373
H 5.3876 1.0905 -0.4181
C 2.4023 0.7648 -0.5227
C 1.7915 1.4231 -1.5826
C 1.2154 2.6685 -1.4073
C 1.2600 3.2503 -0.1541
C 1.8631 2.6217 0.9201
C 2.4299 1.3753 0.7264
H 2.9068 0.8738 1.5555
H 1.8829 3.1058 1.8838
F 0.6948 4.4629 0.0290
H 0.7380 3.1868 -2.2237
H 1.7563 0.9529 -2.5536
H 3.0545 -0.8235 -1.7840
H 0.0278 -0.2797 0.6995
H -1.5340 0.7570 -0.9378
H -1.6557 -0.8725 -1.6423
H -2.6716 -1.7114 0.4745
H -2.4804 -0.1111 1.2030
H -4.1014 -0.6849 -1.3127
H -4.0654 0.8552 -0.4293
H -6.2513 -1.3326 -1.1699
H -6.6719 0.2861 -0.5621
H -7.1531 -1.1679 0.3408

Force components x, y, z for each atom (eV/Å):
0.056 -0.025 0.031
-0.029 0.021 -0.092
0.064 -0.100 -0.034
-0.014 0.027 0.076
0.006 0.054 0.101
-0.009 0.042 -0.005
0.211 -0.175 0.201
-0.058 0.161 -0.334
-0.194 -0.027 0.021
-0.311 0.095 0.271
0.216 0.022 0.639
0.055 -0.202 -0.521
0.003 -0.080 -0.371
0.034 -0.002 0.042
-0.116 0.007 0.064
-0.009 -0.300 0.151
0.236 0.890 -0.353
-0.517 -0.353 -0.064
-0.062 -0.526 0.167
0.778 0.403 0.135
-0.411 -0.302 -0.058
-0.038 -0.162 0.064
0.226 0.002 0.093
-0.074 0.211 -0.091
0.200 0.134 -0.133
0.129 -0.039 0.158
-0.084 0.237 0.159
-0.011 -0.116 -0.064
-0.152 0.152 -0.033
-0.043 0.000 -0.139
0.079 -0.035 0.090
-0.010 0.073 0.088
0.062 -0.082 -0.019
-0.054 0.079 -0.071
-0.004 -0.079 -0.123
-0.057 0.008 0.114
0.136 -0.075 -0.092
-0.013 -0.081 -0.079
-0.018 0.120 0.060
0.027 -0.021 0.039
0.007 -0.026 0.095
-0.008 0.058 -0.023
-0.058 -0.024 -0.061
-0.056 -0.003 -0.057
-0.030 0.037 -0.013
-0.086 0.002 -0.030

Results
Kohn-Sham gap	9.279	eV
relative energy (zero: lowest compared OMol25 entry of this formula, charge and spin)	47.5	kcal/mol
multiplicity	1
structure (SMILES)	CN(C)CCCNC(=O)C[C@@H](c1ccc(F)cc1)c1ccco1
molar mass	318.39	g mol⁻¹
LUMO	0.7	eV
DFT total energy	-1059.5470	Eh
max |F|	0.99	eV/Å

The molecule's natural (NBO) atomic charges, reported in e, are given here:
1. C -0.41
2. N -0.43
3. C -0.42
4. H 0.20
5. H 0.20
6. H 0.16
7. C -0.21
8. C -0.41
9. C -0.23
10. N -0.61
11. C 0.68
12. O -0.63
13. C -0.48
14. H 0.21
15. H 0.25
16. C -0.27
17. C 0.29
18. C -0.31
19. C -0.31
20. C 0.08
21. O -0.41
22. H 0.20
23. H 0.23
24. H 0.23
25. C -0.02
26. C -0.18
27. C -0.28
28. C 0.39
29. C -0.28
30. C -0.20
31. H 0.22
32. H 0.23
33. F -0.33
34. H 0.23
35. H 0.23
36. H 0.24
37. H 0.40
38. H 0.19
39. H 0.23
40. H 0.22
41. H 0.19
42. H 0.20
43. H 0.16
44. H 0.20
45. H 0.16
46. H 0.20



5.
ORCA calculation (ωB97M-V/def2-TZVPD) on an isolated molecule of C6H9N3.

Positions of all 18 atoms, in Å:
C -1.2471 -1.2620 0.9434
C 0.7262 -0.0679 0.8009
C 1.5507 0.7951 -1.0666
C 0.0397 1.0688 -1.1090
C -1.4490 -0.0540 0.0068
C -0.3416 1.0022 0.3735
H -1.9837 -1.2647 1.7495
H -1.2884 -2.1869 0.3457
H 0.7296 -1.8537 1.6243
H 2.1216 1.7053 -0.8869
H 1.8473 0.2883 -2.0097
H -0.3054 1.9300 -1.6801
H -0.5059 -0.9158 -1.6965
H -2.4471 0.3784 0.1116
H -0.3455 1.8848 1.0356
N 0.1015 -1.0408 1.5887
N 1.7241 -0.1841 0.0361
N -0.8964 -0.0406 -1.3802

Force components x, y, z for each atom (eV/Å):
0.736 0.339 0.004
-1.941 0.751 -1.239
-0.254 -0.885 -0.605
-0.009 0.480 0.773
0.365 1.619 0.911
0.811 -1.302 0.305
-0.132 -0.187 -0.315
0.062 0.118 0.410
-0.725 0.223 0.052
0.093 0.073 -0.275
0.285 0.477 0.531
0.466 0.234 0.058
0.168 -0.078 0.033
-0.171 -0.451 -0.508
-0.596 -0.465 -0.275
0.914 -0.386 -0.113
0.555 -0.019 -0.017
-0.626 -0.542 0.270

Results
Kohn-Sham gap	10.052	eV
relative energy (zero: lowest compared OMol25 entry of this formula, charge and spin)	30.5	kcal/mol
multiplicity	1
structure (SMILES)	C1NC2=NC[C@H]3N[C@@H]1[C@@H]23
molar mass	123.16	g mol⁻¹
LUMO	1.1	eV
DFT total energy	-398.2268	Eh
max |F|	2.42	eV/Å

The molecule's natural (NBO) atomic charges, reported in e, are given here:
1. C -0.23
2. C 0.45
3. C -0.25
4. C -0.06
5. C -0.05
6. C -0.32
7. H 0.21
8. H 0.20
9. H 0.39
10. H 0.20
11. H 0.20
12. H 0.20
13. H 0.36
14. H 0.20
15. H 0.23
16. N -0.63
17. N -0.48
18. N -0.62



6.
ORCA calculation (ωB97M-V/def2-TZVPD) on an isolated molecule of C16H19BrN2O2S.

Positions of all 41 atoms, in Å:
Br 6.2900 1.6393 0.0058
C 5.2651 0.0361 0.0189
C 4.1708 -0.0784 -0.8161
C 3.4226 -1.2432 -0.8122
C 3.7708 -2.2907 0.0320
C 4.8806 -2.1576 0.8674
C 5.6280 -0.9996 0.8647
H 6.4838 -0.8990 1.5141
H 5.1370 -2.9796 1.5156
O 3.1281 -3.4936 0.1059
C 1.9471 -3.6866 -0.6168
C 0.8198 -2.8388 -0.1327
N 0.8367 -1.9123 0.7608
N -0.4164 -1.4262 0.8679
C -1.1439 -2.0889 0.0208
S -2.8244 -1.9377 -0.2964
C -3.2122 -0.5283 0.8053
C -3.2430 0.8099 0.0760
C -1.8764 1.1730 -0.5041
C -1.9187 2.5395 -1.1816
C -2.3737 3.6131 -0.1994
C -3.7431 3.2582 0.3695
C -3.6975 1.8959 1.0552
H -2.9976 1.9350 1.8927
H -4.6843 1.6473 1.4522
H -4.0598 4.0185 1.0858
H -4.4773 3.2334 -0.4392
H -2.4179 4.5818 -0.7006
H -1.6508 3.6885 0.6156
H -0.9292 2.7859 -1.5713
H -2.6118 2.5042 -2.0258
H -1.1356 1.1780 0.2981
H -1.5737 0.4183 -1.2338
H -3.9688 0.7464 -0.7430
H -2.4541 -0.5398 1.5860
H -4.1898 -0.7600 1.2277
O -0.4228 -3.0124 -0.6591
H 1.6831 -4.7404 -0.4726
H 2.0923 -3.5178 -1.6956
H 2.5698 -1.3072 -1.4683
H 3.8973 0.7359 -1.4693

Force components x, y, z for each atom (eV/Å):
-0.071 -0.107 0.006
0.080 0.204 -0.038
0.193 0.057 0.091
-0.068 -0.323 -0.008
0.412 0.337 0.002
-0.296 -0.166 -0.148
-0.033 0.114 -0.079
0.052 0.002 0.039
0.035 -0.107 0.092
-0.070 0.019 0.164
-0.137 -0.251 -0.359
0.054 0.442 0.560
1.473 -0.860 -0.288
-1.515 0.206 -0.209
0.431 0.386 0.521
-0.542 -0.081 -0.116
0.071 -0.147 -0.332
0.267 -0.055 0.286
-0.213 0.087 -0.281
0.189 0.006 0.234
-0.217 0.010 -0.273
0.203 0.041 0.268
-0.218 0.001 -0.339
0.036 -0.026 0.111
-0.007 -0.040 0.098
-0.083 0.030 -0.039
-0.076 0.036 -0.028
0.059 0.056 0.055
0.065 0.057 0.052
-0.015 -0.003 -0.094
-0.006 0.022 -0.096
0.046 -0.042 0.032
0.066 -0.045 0.065
-0.021 0.021 -0.012
-0.097 0.042 0.109
0.035 -0.049 0.054
-0.018 -0.012 -0.066
0.043 0.170 -0.109
0.013 -0.052 0.147
-0.104 -0.029 -0.037
-0.015 0.048 -0.034

Results
Kohn-Sham gap	9.042	eV
multiplicity	1
structure (SMILES)	Brc1ccc(OCc2nnc(SCC3CCCCC3)o2)cc1
molar mass	383.31	g mol⁻¹
LUMO	0.6	eV
DFT total energy	-3853.2655	Eh
max |F|	1.73	eV/Å

The molecule's natural (NBO) atomic charges, reported in e, are given here:
1. Br 0.04
2. C -0.10
3. C -0.23
4. C -0.23
5. C 0.30
6. C -0.24
7. C -0.22
8. H 0.23
9. H 0.23
10. O -0.47
11. C -0.11
12. C 0.41
13. N -0.28
14. N -0.34
15. C 0.29
16. S 0.28
17. C -0.50
18. C -0.23
19. C -0.41
20. C -0.39
21. C -0.40
22. C -0.39
23. C -0.40
24. H 0.20
25. H 0.20
26. H 0.21
27. H 0.19
28. H 0.21
29. H 0.20
30. H 0.21
31. H 0.19
32. H 0.21
33. H 0.21
34. H 0.20
35. H 0.26
36. H 0.23
37. O -0.42
38. H 0.23
39. H 0.20
40. H 0.21
41. H 0.23